Entry 1:
A molecular structure, C25H48P4SeTi, computed with ωB97M-V/def2-TZVPD.

HOMO-LUMO gap (alpha / beta)   3.1585 / 3.1536 eV
E_HOMO (alpha / beta)   -0.6793 / -0.6792 Ha
Total charge   +4

Each line ends with the Mulliken charge.
Positions of all 79 atoms, in Å:
Se: 1.82336 3.51821 -1.10032  0.220
Ti: -0.77170 0.04605 -0.35145  -1.241
P: 1.02414 -0.08590 1.37232  1.013
P: -1.75091 -1.84640 0.28242  1.079
P: 0.95092 -0.93383 -1.72832  0.714
P: -1.88692 1.85424 0.90363  1.670
C: -3.13269 -1.61753 1.37981  -1.057
C: 1.15406 3.48281 -2.93242  -0.265
C: -1.65218 3.51279 0.25125  -1.512
C: -1.38108 2.60348 5.45039  -0.642
C: -0.86032 -3.07119 1.24604  -1.658
C: -0.78614 3.27177 3.17810  -0.524
C: 2.66966 -0.43307 -1.86901  -1.073
C: -2.40565 -2.75369 -1.12700  -1.038
C: 1.99653 -1.64165 1.47809  -1.606
C: 1.31336 -2.73242 -1.50266  -1.474
C: -3.68538 1.61663 0.73669  -1.326
C: 0.22586 3.86365 -5.60640  -0.462
C: 2.35695 1.16947 1.56195  -1.320
C: -1.70528 2.29539 2.68578  0.818
C: 1.56169 4.06544 -5.28547  -0.793
C: -0.64574 3.40870 4.55228  -0.653
C: -2.42505 1.49758 3.58899  -0.467
C: 0.43520 -0.08853 3.12712  -0.952
C: 2.01796 3.75846 -4.00966  -0.426
C: 0.30288 -0.88614 -3.43369  -0.904
C: -2.23834 1.62986 4.97025  -0.906
C: -2.99027 1.06367 -3.95030  -0.123
C: -0.61688 3.36237 -4.61289  -0.291
C: -3.67465 1.59361 -5.01720  -0.613
C: -0.17097 3.27586 -3.28844  0.980
H: -3.08792 -2.11967 -1.71233  0.435
H: 1.97953 -2.92907 -2.34691  0.606
H: 1.84675 -2.90639 -0.57203  0.432
H: -3.48909 1.17513 -6.03104  0.274
H: -4.42012 2.41579 -5.07282  0.302
H: -4.15665 2.60783 0.66284  0.507
H: -1.35626 2.80763 6.51610  0.471
H: 1.03505 -1.43506 -4.04338  0.558
H: -0.45221 -2.64927 2.17140  0.511
H: 1.65929 2.06118 -0.97858  -0.351
H: -0.20887 3.92346 2.51853  0.423
H: -0.59702 3.80724 0.35488  0.176
H: -3.92969 -1.02278 0.93114  0.456
H: 1.22523 -0.40612 3.83190  0.644
H: -1.61847 -3.14925 -1.78404  0.365
H: -2.81683 -1.17362 2.32868  0.191
H: -2.41740 1.61152 -3.19099  0.181
H: 3.06286 3.82675 -3.85042  0.530
H: -0.67695 -1.36488 -3.47591  0.386
H: -0.43286 -0.73793 3.24740  0.351
H: -1.92687 3.50104 -0.80959  0.582
H: 1.36162 -2.51114 1.53982  0.335
H: -3.17772 0.75419 3.25562  0.268
H: 3.10437 0.88947 2.30856  0.544
H: -1.58240 2.97424 -4.94218  0.009
H: 0.11566 0.91129 3.41760  0.169
H: -0.21647 4.08767 -6.59140  0.422
H: 2.87476 1.34274 0.61968  0.426
H: 2.65234 -1.81436 0.63414  0.607
H: 0.42206 -3.35858 -1.54762  0.423
H: 2.78129 0.63380 -2.05607  0.336
H: -1.65415 -3.77896 1.50180  0.704
H: -2.32186 4.16271 0.83900  0.555
H: 0.05982 4.15006 4.97772  0.439
H: -2.77116 0.98012 5.66048  0.492
H: -2.96243 -3.57775 -0.64818  0.465
H: 3.25331 -0.71121 -0.99411  0.438
H: -2.97907 -0.01866 -3.95306  0.113
H: -3.46076 -2.65226 1.53780  0.723
H: -4.15904 1.06446 1.55709  0.425
H: 2.19523 4.38634 -6.08539  0.450
H: -0.88370 3.13085 -2.46618  -0.225
H: 3.03119 -1.00527 -2.73244  0.599
H: -3.87896 1.05942 -0.19260  0.414
H: 1.93668 2.13464 1.84497  0.348
H: 2.61428 -1.65633 2.38382  0.598
H: -0.07390 -3.57424 0.67677  0.382
H: 0.22457 0.15446 -3.75252  0.346


Entry 2:
2 unconnected molecules or ions with the total composition C10H16, computed with ωB97M-V/def2-TZVPD.

HOMO-LUMO gap   9.8815 eV
E_HOMO   -0.3258 Ha
Structure (SMILES)   CCc1ccccc1.CC

Each line ends with the Mulliken charge.
Positions of all 26 atoms, in Å:
C: -0.11516 3.59799 -1.68154  -0.769
C: 1.13877 0.75899 0.35700  -0.421
C: 0.17447 -1.33938 1.00358  0.600
C: 2.32484 -1.27342 -0.14726  -0.647
C: 2.16813 0.10147 -0.29318  -0.507
C: -1.03986 -2.12005 1.44504  -0.258
C: -0.90359 -3.62063 1.63266  -1.366
C: 1.31023 -1.96653 0.51661  -0.371
C: 0.12726 0.05827 0.99796  -0.676
C: -1.57700 3.15537 -1.75112  -0.710
H: -1.27332 -4.24980 0.82982  0.298
H: 3.10139 -1.80664 -0.67614  0.376
H: -0.78001 0.58900 1.25549  0.303
H: 2.87602 0.62936 -0.92401  0.363
H: -1.80411 -1.94298 0.67023  0.309
H: 0.12829 4.21493 -0.82167  0.302
H: -2.22556 3.95074 -1.38819  0.269
H: -1.76466 2.27859 -1.12469  0.159
H: 0.08788 -3.87787 2.00272  0.423
H: 0.15315 4.07184 -2.63532  0.325
H: 1.28527 -3.04621 0.38715  0.237
H: -1.61558 -3.91655 2.41930  0.340
H: -1.81209 2.75364 -2.73948  0.294
H: -1.60864 -1.57993 2.21239  0.434
H: 0.56046 2.74274 -1.79465  0.155
H: 1.08343 1.83708 0.24734  0.537


Max |F|? In order: 4.231; 1.823 eV Å⁻¹.
ΔE to the lowest compared entry with this formula, charge and spin? In order: 1.232; 0.908 eV.